a | C2H5N3O | wB97M-V/def2-TZVPD

Calculated values
- SMILES string: [H]/N=C\NC(N)=O
- Net charge: 0
- HOMO level: -10.0 eV

Each line ends with the Löwdin charge.
Geometry (Å):
H 0.43 -2.62 -0.66  0.031
N -0.57 -2.53 -0.50  0.075
C -0.90 -1.37 -0.10  -0.265
N -0.02 -0.27 -0.04  0.091
C -0.21 1.07 0.30  -0.586
N 0.97 1.81 0.24  0.139
O -1.27 1.54 0.66  0.067
H -1.87 -1.46 0.36  0.120
H 0.94 -0.56 -0.18  0.130
H 0.83 2.80 0.37  0.105
H 1.67 1.58 -0.45  0.093

***

b | C2H5N3O | wB97M-V/def2-TZVPD

Calculated values
- SMILES string: NN1N=CCO1
- Net charge: 0
- HOMO level: -8.7 eV

Each line ends with the Löwdin charge.
Geometry (Å):
N -2.00 0.87 -0.06  0.085
N -0.89 0.05 0.50  -0.193
N 0.10 0.73 1.04  0.047
C 1.23 0.27 0.70  -0.101
C 1.08 -0.83 -0.34  -0.203
O -0.31 -0.87 -0.54  -0.102
H -1.68 1.37 -0.89  0.071
H -2.72 0.20 -0.33  0.069
H 2.15 0.60 1.13  0.103
H 1.61 -0.60 -1.27  0.110
H 1.43 -1.79 0.06  0.114

***

Which is most stable, and by how much? a, by 378.8 kJ/mol.

***

a | C6H7NO2S | wB97M-V/def2-TZVPD

Calculated values
- Net charge: 0
- HOMO level: -9.2 eV

Each line ends with the Löwdin charge.
Geometry (Å):
C 1.62 -0.63 -0.55  -0.445
C 1.18 0.13 -1.80  -0.032
C -0.81 -1.19 1.33  -0.104
C 0.13 -0.02 1.42  -0.174
C -1.44 0.12 0.98  -0.289
C 0.31 0.93 -0.83  -0.331
N 0.91 0.23 0.27  -0.026
O 2.31 -1.58 -0.30  0.123
O -2.23 1.83 -0.87  -0.531
S -1.55 0.54 -0.80  0.975
H 1.97 0.68 -2.29  0.120
H 0.65 -0.47 -2.52  0.115
H -0.63 -1.90 0.53  0.111
H -1.13 -1.67 2.25  0.110
H 0.46 0.38 2.37  0.138
H -2.15 0.61 1.62  0.108
H 0.39 2.02 -0.82  0.132

***

b | C6H7NO2S | wB97M-V/def2-TZVPD

Calculated values
- SMILES string: C=C[C@]1([N+](=O)[O-])CC=CS1
- Net charge: 0
- HOMO level: -8.7 eV

Each line ends with the Löwdin charge.
Geometry (Å):
C -0.33 1.56 1.68  -0.049
C 0.58 1.60 0.74  -0.046
C 1.22 -0.03 0.09  -0.507
N 2.60 0.12 -0.35  -0.402
O 3.46 0.14 0.51  0.063
O 2.81 0.32 -1.55  0.058
C 0.28 -0.40 -1.14  -0.180
C -0.19 -1.77 -0.97  -0.146
C 0.00 -2.23 0.31  -0.360
S 0.99 -1.22 1.42  0.969
H -0.94 2.36 2.04  0.059
H -0.69 0.62 2.02  0.018
H 1.25 2.52 0.43  0.129
H 0.80 -0.12 -2.08  0.125
H -0.50 0.29 -1.13  0.087
H -0.85 -2.13 -1.71  0.097
H 0.01 -3.33 0.58  0.084

***

c | C6H7NO2S | wB97M-V/def2-TZVPD

Calculated values
- Net charge: 0
- HOMO level (alpha / beta): -7.7 / -7.8 eV

Each line ends with the Löwdin charge.
Geometry (Å):
C -1.19 2.60 0.53  0.128
C -1.61 1.61 -0.04  -0.265
C 1.88 0.75 -0.07  -0.513
C -0.09 -1.88 0.01  -0.206
C -2.20 0.59 -0.81  -0.577
C 1.36 -0.11 0.89  -0.051
N 0.53 -1.14 0.96  -0.037
O 1.38 0.60 -1.37  0.054
O 2.49 1.78 0.21  0.053
S -2.24 -0.95 -0.11  0.757
H -0.78 3.54 0.77  0.027
H 0.49 -1.91 -0.99  0.121
H -0.58 -2.87 0.20  0.076
H -2.41 0.99 -1.77  0.052
H 1.60 0.32 1.88  0.146
H 0.32 -1.30 1.90  0.127
H 1.56 1.37 -1.90  0.107

***

Which is most stable, and by how much? a, by 298.9 kJ/mol.

***

a | C5H7FN2 | wB97M-V/def2-TZVPD

Calculated values
- SMILES string: CN1C[C@@H](F)[C@@H]1C#N
- Net charge: 0
- HOMO level: -9.5 eV

Each line ends with the Löwdin charge.
Geometry (Å):
C -0.32 -2.17 0.19  -0.081
N 0.18 -0.88 0.61  -0.154
C -0.75 0.08 1.24  -0.105
C 0.00 1.21 0.53  -0.250
F 0.96 1.80 1.33  0.010
C 0.62 0.11 -0.35  -0.240
C -0.04 0.03 -1.68  -0.167
N -0.58 -0.06 -2.70  0.162
H 0.46 -2.70 -0.30  0.079
H -1.17 -2.12 -0.54  0.093
H -0.65 -2.69 1.07  0.080
H -0.76 0.12 2.35  0.128
H -1.81 -0.01 0.87  0.137
H -0.61 1.99 0.04  0.154
H 1.70 0.19 -0.50  0.155

***

b | C5H7FN2 | wB97M-V/def2-TZVPD

Calculated values
- SMILES string: CN1C/C(=C/F)C=N1
- Net charge: 0
- HOMO level: -8.1 eV

Each line ends with the Löwdin charge.
Geometry (Å):
C 0.88 0.63 2.10  -0.083
N 0.61 -0.18 0.92  -0.240
C 0.53 0.52 -0.35  -0.129
C -0.46 -0.33 -1.11  -0.196
C -0.72 -0.35 -2.41  -0.103
F -1.64 -1.18 -2.93  0.012
C -1.07 -1.15 -0.06  -0.099
N -0.48 -1.01 1.07  0.077
H 0.89 -0.04 2.96  0.084
H 0.13 1.42 2.25  0.081
H 1.87 1.10 2.00  0.083
H 1.52 0.59 -0.83  0.129
H 0.12 1.58 -0.26  0.140
H -0.26 0.27 -3.17  0.122
H -1.90 -1.86 -0.18  0.123

***

c | C5H7FN2 | wB97M-V/def2-TZVPD

Calculated values
- SMILES string: C[C@@H]1NC[C@@]1(F)C#N
- Net charge: 0
- HOMO level: -9.6 eV

Each line ends with the Löwdin charge.
Geometry (Å):
C 1.67 -1.57 -0.04  -0.061
C 0.91 -0.33 -0.59  -0.294
N 1.44 1.06 -0.47  -0.016
C 0.21 1.64 0.02  -0.119
C -0.39 0.15 0.23  -0.347
F -0.24 -0.14 1.58  0.019
C -1.80 -0.20 -0.22  -0.087
N -2.85 -0.55 -0.65  0.146
H 1.12 -2.45 0.02  0.020
H 2.39 -1.43 0.89  0.110
H 2.40 -1.90 -1.08  0.147
H 0.58 -0.63 -1.64  0.146
H 1.97 1.29 -1.23  0.075
H 0.51 2.35 0.90  0.138
H -0.44 2.28 -0.68  0.124

***

d | C5H7FN2 | wB97M-V/def2-TZVPD

Calculated values
- SMILES string: Cn1c(N)ccc1F
- Net charge: 0
- HOMO level: -8.4 eV

Each line ends with the Löwdin charge.
Geometry (Å):
C -1.94 0.13 0.09  -0.023
N -0.46 0.25 -0.01  -0.049
C 0.55 -0.61 0.13  -0.428
N 0.15 -2.01 0.17  0.087
C 1.71 -0.10 -0.02  -0.063
C 1.46 1.29 -0.29  -0.022
C 0.14 1.48 -0.20  -0.288
F -0.61 2.61 -0.42  0.058
H -2.28 0.38 1.22  0.122
H -2.31 0.98 -0.71  0.131
H -2.37 -0.92 -0.18  0.094
H 0.84 -2.55 0.83  0.125
H 0.34 -2.43 -0.69  0.034
H 2.63 -0.61 0.31  0.125
H 2.13 2.11 -0.23  0.097

***

Which is most stable, and by how much? a, by 28.3 kJ/mol.

***

a | CH6N3O | wB97M-V/def2-TZVPD

Calculated values
- Net charge: +1
- HOMO level (alpha / beta): -14.7 / -14.7 eV

Each line ends with the Löwdin charge.
Geometry (Å):
C -0.33 -1.01 -0.80  -0.086
N -0.44 -0.38 1.39  0.210
N 0.93 1.53 -0.78  0.072
N 0.00 -1.15 0.50  0.036
O 0.09 1.89 0.02  -0.057
H -1.04 -0.17 -1.00  0.117
H -0.46 -2.08 -1.11  0.146
H 0.63 -0.56 -1.22  0.125
H -0.98 0.48 1.19  0.153
H -0.20 -0.62 2.35  0.170
H 1.81 2.07 -0.55  0.114

***

b | CH6N3O | wB97M-V/def2-TZVPD

Calculated values
- Net charge: +1
- HOMO level: -13.4 eV

Each line ends with the Löwdin charge.
Geometry (Å):
C -0.05 -0.98 -0.51  -0.218
N 0.92 -0.44 -1.24  0.186
N -0.20 1.02 1.10  -0.037
N -0.84 1.68 0.33  -0.011
O 0.25 -1.87 0.40  0.115
H -1.12 -0.74 -0.73  0.166
H 2.00 -0.72 -1.22  0.223
H 0.07 1.30 2.10  0.123
H -1.25 2.66 0.59  0.123
H 0.75 0.48 -1.64  0.124
H -0.52 -2.41 0.81  0.207

***

c | CH6N3O | wB97M-V/def2-TZVPD

Calculated values
- Net charge: +1
- HOMO level: -14.0 eV

Each line ends with the Löwdin charge.
Geometry (Å):
C 0.66 -0.78 -0.32  -0.187
N -0.63 -0.30 -0.71  -0.002
N 0.35 1.18 0.57  0.041
N -0.94 0.49 0.42  -0.149
O 1.50 -0.81 -1.24  0.222
H 0.52 -1.44 0.53  0.162
H -0.48 0.45 -1.56  0.228
H 0.43 1.66 1.47  0.060
H -1.87 1.12 0.16  0.260
H -1.35 -0.20 1.11  0.190
H 2.29 -1.35 -1.23  0.175

***

Which is most stable, and by how much? b, by 267.1 kJ/mol.

***

a | C3H4N2OS | wB97M-V/def2-TZVPD

Calculated values
- SMILES string: Nc1cc(=S)o[nH]1
- Net charge: 0
- HOMO level: -8.2 eV

Each line ends with the Löwdin charge.
Geometry (Å):
N -1.84 -0.40 0.12  0.139
C -0.50 -0.11 0.04  -0.352
C 0.62 -0.84 -0.03  -0.047
C 1.71 0.04 -0.03  -0.879
S 3.32 -0.13 0.03  0.659
O 1.23 1.33 -0.03  -0.074
N -0.17 1.25 -0.08  0.074
H -2.06 -1.34 -0.19  0.104
H -2.44 0.24 -0.39  0.105
H 0.67 -1.91 -0.05  0.119
H -0.55 1.89 0.60  0.151

***

b | C3H4N2OS | wB97M-V/def2-TZVPD

Calculated values
- SMILES string: Oc1[nH]cnc1S
- Net charge: 0
- HOMO level: -7.8 eV

Each line ends with the Löwdin charge.
Geometry (Å):
O -0.66 2.08 -0.11  -0.001
C -0.68 0.67 0.13  -0.325
N -1.80 -0.13 -0.02  0.052
C -1.40 -1.37 -0.03  -0.247
N -0.07 -1.51 -0.11  0.051
C 0.36 -0.25 -0.06  -0.723
S 2.04 0.08 0.04  0.814
H -1.58 2.48 0.06  0.133
H -2.74 0.17 0.56  0.240
H -2.06 -2.29 0.14  0.144
H 2.33 -1.20 0.14  -0.137

***

c | C3H4N2OS | wB97M-V/def2-TZVPD

Calculated values
- SMILES string: C1=NOCSN=C1
- Net charge: 0
- HOMO level: -9.1 eV

Each line ends with the Löwdin charge.
Geometry (Å):
C -0.96 0.63 0.79  -0.128
N 0.15 1.15 1.34  0.093
O 1.22 1.06 0.33  -0.219
C 1.50 -0.08 -0.29  -0.499
S 0.59 -0.68 -1.94  0.845
N -0.98 -0.88 -1.43  -0.387
C -1.47 -0.25 -0.39  -0.237
H -1.86 0.79 1.64  0.153
H 2.65 -0.02 -0.67  0.129
H 1.53 -1.02 0.43  0.128
H -2.39 -0.73 0.20  0.122

***

Which is most stable, and by how much? b, by 17.8 kJ/mol.

***

a | C3H4N2OS | wB97M-V/def2-TZVPD

Calculated values
- Net charge: 0
- HOMO level: -7.9 eV

Each line ends with the Löwdin charge.
Geometry (Å):
C -0.02 0.69 -1.00  -0.121
C -0.48 1.88 -0.55  -0.104
C -0.14 0.56 1.10  -0.159
N 0.07 -0.18 0.04  -0.046
N 0.57 -3.17 1.28  -0.582
O -0.49 1.79 0.77  0.055
S 1.09 -2.43 0.12  0.676
H -0.15 0.41 -2.00  0.099
H -0.41 2.75 -1.16  0.126
H 0.01 0.50 2.14  0.140
H -0.04 -2.81 -0.75  -0.084

***

b | C3H4N2OS | wB97M-V/def2-TZVPD

Calculated values
- Net charge: 0
- HOMO level (alpha / beta): -8.6 / -8.6 eV

Each line ends with the Löwdin charge.
Geometry (Å):
C -2.12 0.20 -0.19  -0.133
C -2.25 -1.18 -0.09  -0.063
C -0.23 -0.57 0.10  -0.279
N -0.79 0.56 -0.08  0.056
N 2.81 1.08 0.17  -0.477
O -0.95 -1.69 0.07  -0.013
S 2.66 -0.54 0.12  0.659
H -2.76 1.05 -0.33  0.095
H -2.89 -2.02 -0.13  0.097
H 3.28 1.52 0.94  0.025
H 3.25 1.59 -0.58  0.032

***

Which is most stable, and by how much? a, by 10.8 kJ/mol.